1.
The following is a quantum chemistry calculation of C17H44SbSeSi2TaTe as an isolated structure at a distorted geometry, from OMol25.

Results
Highest occupied orbital energy (spin up / spin down) ... -14.9 / -14.9 eV
Charge ... +2
Maximum force ... 6.1 eV Å⁻¹
E_LUMO (spin up / spin down) ... -0.3244 / -0.3234 Ha

```
67
Properties=species:S:1:pos:R:3:forces:R:3:nbo_charge:R:1
Ta 0.0000 0.0000 0.0000 4.503 0.494 -1.650 0.84
C -2.4281 -3.6517 -3.5798 -0.186 0.618 -0.123 -0.65
C -1.9793 -4.1117 -2.1917 0.300 -0.872 -1.404 -0.36
C -0.8135 -5.0892 -2.3403 0.529 -0.028 0.411 -0.65
Sb -1.3748 -2.3813 -0.9726 -1.260 -0.106 1.217 1.10
C -3.2994 -1.3462 -0.7281 -0.248 0.466 0.019 -0.48
C -3.4643 -0.3546 -1.8826 0.290 0.347 -0.201 -0.63
C -4.5118 -2.2726 -0.6466 -0.045 -0.355 0.252 -0.63
C -1.0686 -3.3340 0.9854 0.317 -0.092 0.663 -0.47
C -2.0085 -4.5025 1.2759 -0.439 -0.040 -0.167 -0.64
C 0.3907 -3.7885 1.0780 0.377 0.262 -0.052 -0.64
H -2.7214 -4.5267 -4.1984 0.249 0.445 0.435 0.26
H -1.6072 -3.1060 -4.0921 -0.547 -0.378 0.143 0.22
H -3.3085 -2.9904 -3.5058 0.355 -0.238 -0.226 0.22
H -2.8252 -4.6332 -1.6957 0.471 0.832 0.352 0.25
H 0.0568 -4.5874 -2.8149 -0.467 -0.451 0.210 0.22
H -1.1155 -5.9565 -2.9658 0.094 0.587 0.316 0.26
H -0.5076 -5.4842 -1.3557 0.021 0.058 -0.485 0.21
H -3.2328 -0.7530 0.2092 0.073 -0.364 -0.239 0.21
H -3.5184 -0.8731 -2.8587 -0.004 0.344 0.428 0.22
H -2.5994 0.3416 -1.9047 -0.511 -0.155 -0.227 0.20
H -4.3893 0.2450 -1.7491 0.531 -0.352 -0.107 0.25
H -4.6086 -2.8847 -1.5647 -0.041 0.309 0.488 0.22
H -5.4382 -1.6720 -0.5241 0.547 -0.300 -0.150 0.25
H -4.4383 -2.9394 0.2256 -0.172 0.107 -0.360 0.22
H -1.2180 -2.5477 1.7565 -0.127 -0.335 -0.549 0.21
H -1.8901 -5.3070 0.5237 -0.102 0.338 0.461 0.22
H -3.0574 -4.1698 1.2859 0.294 -0.295 -0.004 0.22
H -1.7873 -4.9246 2.2797 -0.027 0.232 -0.584 0.25
H 0.6232 -4.5627 0.3228 -0.002 0.362 0.409 0.23
H 0.6037 -4.2032 2.0860 -0.119 0.186 -0.562 0.24
H 1.0643 -2.9223 0.9092 -0.031 -0.516 0.096 0.20
C 0.1325 -1.7087 7.5670 -0.140 0.579 0.049 -1.11
Si 0.2319 -1.7515 5.7038 0.363 -1.815 0.729 1.63
C -1.0558 -2.9355 5.0492 -0.237 0.202 -0.210 -1.13
C 1.9315 -2.3381 5.1976 0.072 0.293 -0.251 -1.13
C -0.0858 -0.0308 5.0429 -0.959 0.650 1.011 -0.99
Te 0.0000 0.0000 2.8966 1.082 0.318 -0.889 0.60
C 2.0541 0.6288 2.9042 0.857 -0.571 -0.185 -1.10
Si 2.1890 2.4872 2.7414 0.458 1.551 0.036 1.65
C 1.4109 3.0467 1.1382 0.011 -0.333 -0.202 -1.14
C 1.3357 3.3285 4.1742 -0.194 -0.303 0.121 -1.13
C 3.9938 2.9624 2.7436 0.132 -0.357 -0.012 -1.12
H 0.3176 -2.7253 7.9704 -0.098 0.581 -0.218 0.27
H -0.8765 -1.3660 7.8751 0.587 -0.214 0.086 0.25
H 0.8975 -1.0088 7.9613 -0.460 -0.431 0.033 0.25
H -0.8681 -3.9482 5.4613 -0.177 0.544 -0.281 0.27
H -1.0001 -2.9729 3.9422 -0.175 -0.179 0.463 0.22
H -2.0641 -2.5915 5.3579 0.407 -0.367 -0.237 0.25
H 2.1082 -3.3529 5.6092 -0.018 0.585 -0.267 0.27
H 2.6965 -1.6402 5.5952 -0.204 -0.505 -0.260 0.25
H 2.0005 -2.3731 4.0912 0.229 -0.106 0.492 0.23
H 0.6623 0.6749 5.4565 -0.285 -0.033 -0.878 0.28
H -1.0858 0.3258 5.3635 0.459 -0.119 -0.408 0.28
H 2.5812 0.1300 2.0654 -0.394 0.183 0.494 0.28
H 2.5426 0.2968 3.8422 -0.571 -0.135 -0.360 0.28
H 0.3358 2.7745 1.1301 0.285 0.347 -0.182 0.22
H 1.9241 2.5537 0.2873 -0.315 0.487 0.322 0.25
H 1.5124 4.1473 1.0441 -0.203 -0.611 -0.069 0.29
H 0.2601 3.0579 4.1796 0.416 0.336 0.202 0.23
H 1.4375 4.4280 4.0689 -0.126 -0.619 0.155 0.28
H 1.8048 3.0039 5.1254 -0.329 0.328 -0.356 0.25
H 4.5063 2.4704 1.8917 -0.051 0.360 0.490 0.25
H 4.4604 2.6349 3.6953 -0.048 0.270 -0.560 0.25
H 4.0862 4.0634 2.6456 0.031 -0.623 0.063 0.27
Se 2.5379 0.0000 -0.8977 -5.779 -0.133 1.878 -0.05
H -0.8786 1.5219 -0.6216 0.754 -1.269 0.391 -0.21
```
Forces are in eV/Å.

=====

2.
The following is a quantum chemistry calculation of C18H22ClMgO3S as an isolated structure, from OMol25.

Results
Highest occupied orbital energy ... -10.7 eV
Charge ... +1
Maximum force ... 0.5 eV Å⁻¹
E_LUMO ... -0.1062 Ha

```
46
Properties=species:S:1:pos:R:3:forces:R:3:nbo_charge:R:1
Mg -0.0069 0.5787 -0.0053 0.258 -0.143 -0.116 1.82
C -2.8380 2.2975 -1.1534 0.058 -0.032 -0.013 -0.64
C -2.0080 2.0455 0.0728 0.021 0.071 0.102 -0.04
C -2.2660 0.9516 0.9036 -0.124 0.086 0.131 -0.28
C -1.5293 0.7299 2.0762 -0.136 0.112 -0.009 -0.05
C -1.8653 -0.4259 2.9773 0.057 -0.045 -0.021 -0.65
C -0.5055 1.6222 2.3951 -0.048 0.084 0.000 -0.21
C -0.1945 2.7111 1.5718 -0.120 -0.008 0.053 -0.03
C 0.9026 3.6705 1.9375 0.036 -0.038 -0.014 -0.64
C -0.9486 2.9006 0.4116 -0.129 0.028 0.045 -0.28
H -3.6703 2.9565 -0.9010 -0.010 0.003 -0.016 0.25
H -3.2512 1.3716 -1.5512 -0.006 -0.002 0.019 0.23
H -2.2517 2.7803 -1.9340 -0.003 0.012 0.012 0.23
H -3.0562 0.2607 0.6374 0.020 -0.031 -0.022 0.25
H -2.7092 -0.1695 3.6197 -0.009 0.015 -0.017 0.25
H -1.0280 -0.6829 3.6265 -0.001 0.013 -0.011 0.22
H -2.1478 -1.3060 2.3990 -0.004 0.011 0.001 0.23
H 0.0627 1.4700 3.3052 0.046 -0.034 -0.028 0.22
H 0.4777 4.5733 2.3792 -0.013 -0.007 0.000 0.25
H 1.4752 3.9720 1.0608 -0.016 -0.004 -0.005 0.24
H 1.5865 3.2343 2.6640 -0.011 -0.004 -0.004 0.22
H -0.7185 3.7351 -0.2398 0.033 -0.024 -0.029 0.24
Cl 0.5468 -3.4663 -5.9500 -0.012 0.058 0.093 0.02
C 0.2298 -2.7239 -4.4126 -0.018 -0.116 -0.050 -0.11
C -0.3895 -3.4779 -3.3989 -0.024 -0.088 -0.023 -0.12
C -0.6608 -2.9346 -2.1723 0.013 0.000 -0.008 -0.30
C -0.3262 -1.5926 -1.8717 -0.011 0.110 0.010 0.44
O -0.5972 -1.0990 -0.7055 -0.089 -0.127 -0.032 -0.91
C 0.2980 -0.8383 -2.9126 0.099 0.199 -0.099 -0.32
C 0.6732 0.5312 -2.7755 -0.060 -0.114 0.167 0.46
O 0.5598 1.2491 -1.7594 0.054 -0.003 -0.178 -0.77
C 0.5631 -1.4273 -4.1745 -0.009 0.005 -0.007 -0.13
H -0.6575 -4.5064 -3.6075 0.007 0.019 0.010 0.24
H -1.1477 -3.5167 -1.4010 -0.003 -0.014 -0.014 0.23
H 1.1088 1.0020 -3.6649 -0.003 -0.001 -0.032 0.15
H 1.0328 -0.8360 -4.9521 -0.009 0.003 0.035 0.23
C 3.7203 -0.9751 2.0773 0.207 -0.087 -0.051 -0.82
S 1.9619 -0.8264 2.0894 -0.363 0.301 -0.012 1.27
C 1.5130 -2.4795 1.6301 0.008 -0.145 -0.079 -0.83
O 1.6583 0.0134 0.8525 0.214 0.004 0.234 -1.11
H 4.0045 -1.7104 2.8305 0.037 0.013 -0.025 0.25
H 4.1403 -0.0042 2.3295 0.014 -0.003 -0.021 0.26
H 4.0231 -1.2866 1.0779 0.088 0.008 0.045 0.25
H 1.6971 -3.1406 2.4769 -0.004 -0.011 -0.027 0.25
H 2.0875 -2.7794 0.7538 -0.039 -0.023 0.009 0.25
H 0.4509 -2.4515 1.3875 0.006 -0.049 -0.003 0.27
```
Forces are in eV/Å.

=====

3.
The following is a quantum chemistry calculation of C5H4AuO5 as an isolated structure at a distorted geometry, from OMol25.

Results
Highest occupied orbital energy (spin up / spin down) ... -24.6 / -25.3 eV
Charge ... +3
Multiplicity ... 3
Maximum force ... 13.8 eV Å⁻¹
E_LUMO (spin up / spin down) ... -0.5794 / -0.7020 Ha
<S²> ... 2.013

```
15
Properties=species:S:1:pos:R:3:forces:R:3:lowdin_spin:R:1
O 0.6609 2.8638 0.8533 -1.433 -4.158 -2.264 0.04
C 0.4109 1.8739 0.3278 4.651 10.992 5.867 0.09
Au 0.0164 0.3131 -0.5013 8.332 -0.726 -2.979 0.79
O 3.7653 0.4601 -2.4735 -4.289 -0.120 2.279 0.02
C 2.7476 0.4315 -1.9353 3.784 0.127 -2.069 0.19
C -1.4315 1.0839 -1.2621 -10.773 6.099 -6.148 0.19
O -2.3537 1.5751 -1.7466 4.165 -2.218 2.200 0.01
C -0.3782 -1.2477 -1.3306 -0.773 -11.493 -6.175 0.09
O -0.6282 -2.2375 -1.8563 0.649 4.233 2.183 0.04
C -0.1814 -0.8993 1.8638 2.434 -1.269 1.437 0.11
O -1.0272 -0.1703 1.0157 -5.386 -1.951 4.538 0.35
H 0.6938 -0.2754 2.1375 -0.509 -0.101 0.111 0.01
H 0.1730 -1.8296 1.3699 -0.356 0.131 0.410 0.02
H -0.7194 -1.1492 2.8033 -0.116 0.008 -0.067 0.05
H -1.7483 -0.7923 0.7345 -0.379 0.447 0.676 0.00
```
Forces are in eV/Å.

=====

4.
The following is a quantum chemistry calculation of a 2-piece molecular cluster, C4H8O3 overall at a distorted geometry, from OMol25.

Results
Highest occupied orbital energy ... -8.8 eV
ΔE to the lowest compared entry with this formula, charge and spin ... 377.03 kJ/mol
Maximum force ... 4.1 eV Å⁻¹
E_LUMO ... 0.0291 Ha

```
15
Properties=species:S:1:pos:R:3:forces:R:3:nbo_charge:R:1
C 0.7097 0.4410 -1.9291 -0.824 -0.533 -0.793 0.48
C 0.8818 -1.6392 1.6246 0.222 -0.521 0.005 0.42
C -0.5835 1.1018 -1.5305 2.028 -0.173 -1.097 -0.72
C -1.1023 -0.2896 1.8642 -0.843 -2.190 2.522 -0.24
O 1.6392 0.2492 -1.2032 0.615 -0.047 0.059 -0.56
O 2.0456 -1.6163 0.9446 -1.715 1.492 0.499 -0.69
O 0.1230 -0.5840 1.3312 3.782 -0.189 -1.634 -0.56
H 0.7063 0.1309 -3.0171 0.485 0.157 0.549 0.10
H -0.7919 0.8294 -0.5255 -0.216 0.662 0.871 0.24
H -1.3057 0.7206 -2.2022 -1.098 -0.123 -0.604 0.22
H -0.3043 2.1252 -1.8356 -0.845 0.139 0.801 0.25
H -1.2965 0.6488 1.4535 -1.120 1.418 -0.366 0.19
H -1.0810 -0.2567 2.9856 0.091 0.182 -0.901 0.19
H -1.7955 -1.1008 1.6051 -0.259 0.552 -0.143 0.19
H 2.1552 -0.7603 0.4343 -0.305 -0.825 0.232 0.50
```
Forces are in eV/Å.

=====

5.
The following is a quantum chemistry calculation of C4H4Br2 as an isolated structure at a distorted geometry, from OMol25.

Results
Highest occupied orbital energy ... -9.6 eV
ΔE to the lowest compared entry with this formula, charge and spin ... 298.39 kJ/mol
Maximum force ... 5.7 eV Å⁻¹
E_LUMO ... 0.0103 Ha

```
10
Properties=species:S:1:pos:R:3:forces:R:3:nbo_charge:R:1
C -0.4932 -0.9309 0.5612 1.196 1.661 -2.533 -0.13
C 0.4609 -1.0542 -0.3657 0.612 0.499 0.967 -0.25
C -0.6432 0.5671 0.5153 0.897 -0.455 0.711 -0.35
C 0.5224 0.3741 -0.5136 0.156 3.226 -4.710 -0.15
Br -2.3447 1.3610 0.0549 0.279 -0.230 -0.244 0.03
Br 2.2351 1.2838 -0.0110 -0.981 -0.558 -0.387 0.00
H -0.8663 -1.5888 1.1866 -2.256 -3.170 2.889 0.20
H 1.2147 -1.7149 -0.7548 -0.394 -0.655 0.119 0.24
H -0.3737 1.0176 1.4989 0.090 -0.023 -1.054 0.25
H 0.2879 0.6853 -2.1719 0.400 -0.295 4.242 0.16
```
Forces are in eV/Å.

=====

6.
The following is a quantum chemistry calculation of an isolated ion of composition C2H6N3S2 and charge +1 at a distorted geometry, from OMol25.

Results
Highest occupied orbital energy ... -13.4 eV
ΔE to the lowest compared entry with this formula, charge and spin ... 303.43 kJ/mol
Charge ... +1
Maximum force ... 5.8 eV Å⁻¹
E_LUMO ... -0.1774 Ha

```
13
Properties=species:S:1:pos:R:3:forces:R:3:nbo_charge:R:1
C 1.1749 -0.1638 -0.0219 -4.805 2.513 -1.023 0.31
C -1.0307 0.8768 -0.5944 -0.556 1.166 0.173 0.00
N -0.4081 0.1341 0.2251 5.250 -2.563 0.053 -0.55
N 1.6457 -1.1411 0.6575 -0.121 0.649 -0.278 -0.27
N 0.7875 -1.8976 1.4054 1.747 -1.237 0.345 -0.60
S -2.6920 1.0634 0.0165 -0.112 0.343 -1.246 0.14
S -0.2607 1.7531 -1.9214 -0.508 -0.031 -0.240 0.06
H 1.5847 0.5023 -0.8392 0.533 -1.252 1.370 0.26
H 2.6713 -1.4066 0.6504 -1.631 0.278 -0.070 0.46
H 1.1410 -2.0369 2.3309 -0.193 -0.171 0.386 0.40
H -0.1989 -1.8451 1.2449 -0.169 0.712 -0.235 0.44
H -3.3399 1.3300 -1.1670 0.551 -0.012 0.597 0.16
H -1.0749 2.8314 -1.9869 0.014 -0.394 0.168 0.19
```
Forces are in eV/Å.

=====

DFT total energy
In order: -114807.2109 -53966.1812 -19132.4618 -10417.0958 -144293.3309 -28302.4690
Unit: eV